#one
4 unconnected molecules or ions with the total composition C4H14O3. Source: the OMol25 dataset; level of theory: ωB97M-V/def2-TZVPD.

```
21
C4H14O3 | the OMol25 dataset | ωB97M-V/def2-TZVPD
C -1.45916 1.63310 -0.84608
C -1.09041 0.36663 -0.83638
C 0.11255 -0.10621 -0.03651
C 0.54814 0.29380 1.35926
H -2.25307 2.02517 -1.47677
H -0.89613 2.40775 -0.34445
H -1.54117 -0.46693 -1.35678
H 0.11166 -1.19559 -0.11086
H 0.99464 0.13595 -0.65705
H 1.17978 1.17696 1.38376
H -0.32238 0.47950 2.00387
H 1.14217 -0.45699 1.87942
O -0.71475 -2.96961 -1.68699
H 0.16231 -3.40221 -1.64183
H -1.04595 -3.05715 -2.56498
O -0.39349 3.64785 1.29952
H -1.04057 3.35708 1.93496
H 0.45851 3.63476 1.73175
O 2.30080 -2.72698 -0.18469
H 1.39078 -2.97146 0.03432
H 2.35573 -1.80542 0.11649
```

Properties
Lowest unoccupied orbital energy = 0.66 eV
Gap between HOMO and LUMO = 9.95 eV
Highest occupied orbital energy = -9.3 eV
SMILES = C=CCC.O.O.O

Here are the Löwdin charges for atoms 1 to 8, given in e: C 0.00; C -0.17; C -0.28; C -0.12; H 0.05; H 0.03; H 0.08; H 0.05

---

#two
3 unconnected molecules or ions with the total composition C4H14O3. Source: the OMol25 dataset; level of theory: ωB97M-V/def2-TZVPD.

```
21
C4H14O3 | the OMol25 dataset | ωB97M-V/def2-TZVPD
C -0.48193 2.11544 -0.31103
C -0.11377 0.70457 0.12057
C -0.69672 0.37286 1.48156
C -0.29153 -0.97560 2.00016
O -1.35187 -1.66453 2.70168
H -1.53747 2.29933 -0.16862
H -0.14314 2.26293 -1.34687
H 0.11438 2.86830 0.19619
H -0.45321 -0.08231 -0.56286
H 0.98438 0.65312 0.05849
H -0.40518 1.14023 2.20187
H -1.78125 0.51880 1.50238
H 0.51162 -0.98845 2.76511
H 0.12333 -1.67689 1.26089
H -2.15148 -1.55726 2.16881
O 0.84990 -2.10371 -1.34209
H 1.68074 -1.86058 -1.76944
H 0.39565 -2.53951 -2.06749
O 1.75342 -0.08435 -2.73721
H 1.49733 0.81703 -2.49367
H 1.49678 -0.21942 -3.65844
```

Properties
Lowest unoccupied orbital energy = 0.46 eV
Gap between HOMO and LUMO = 10.21 eV
Highest occupied orbital energy = -9.8 eV
SMILES = CCCCO.O.O

Here are the Löwdin charges for atoms 1 to 8, given in e: C -0.11; C -0.29; C -0.21; C -0.26; O -0.09; H 0.07; H 0.06; H 0.07

---

Quick one: least stable of them? #one

---

#one
4 unconnected molecules or ions with the total composition C4H14O3. Source: the OMol25 dataset; level of theory: ωB97M-V/def2-TZVPD.

```
21
C4H14O3 | the OMol25 dataset | ωB97M-V/def2-TZVPD
C 0.78164 -0.78215 0.13476
C 1.02175 -1.17288 1.38932
C 0.37838 -0.37776 2.52044
C 1.83029 -2.38249 1.67006
H 1.37020 -1.07430 -0.72686
H 0.21900 0.13086 -0.03375
H -0.70593 -0.32004 2.51373
H 0.71437 0.65336 2.37742
H 0.77274 -0.72170 3.47566
H 2.26926 -2.82219 0.77084
H 1.23910 -3.23544 2.02610
H 2.60436 -2.19238 2.41758
O -4.58374 0.96394 -1.37147
H -4.89752 1.50439 -2.09868
H -4.68150 0.03790 -1.59416
O -0.55391 0.46172 -2.63457
H -0.83955 0.47721 -1.71441
H 0.04271 1.22211 -2.63824
O 0.79076 3.33197 -1.88238
H 0.88886 3.75171 -2.73792
H 1.33875 2.54615 -1.86346
```

Properties
Lowest unoccupied orbital energy = 0.59 eV
Gap between HOMO and LUMO = 9.82 eV
Highest occupied orbital energy = -9.2 eV
SMILES = C=C(C)C.O.O.O

Here are the Löwdin charges for atoms 1 to 8, given in e: C 0.01; C -0.41; C -0.07; C -0.09; H 0.06; H 0.04; H 0.08; H 0.08

---

#two
4 unconnected molecules or ions with the total composition C4H14O3. Source: the OMol25 dataset; level of theory: ωB97M-V/def2-TZVPD.

```
21
C4H14O3 | the OMol25 dataset | ωB97M-V/def2-TZVPD
C -0.29323 0.37915 -0.77936
C 0.98427 0.13873 -0.50197
C 1.87473 1.10360 0.27786
C 1.34345 2.50864 0.49683
H -0.88511 -0.43464 -1.17644
H -0.75819 1.25049 -0.34028
H 1.54061 -0.78608 -0.60270
H 2.88187 1.12527 -0.14420
H 1.95677 0.59659 1.25085
H 1.23053 3.01472 -0.46047
H 2.08946 3.03337 1.09303
H 0.42175 2.40962 1.05860
O -3.54265 -0.44223 -0.36395
H -3.34098 0.44177 -0.65630
H -2.93840 -0.86451 0.23810
O 5.22521 -4.51589 -0.63056
H 5.35792 -3.62731 -0.34799
H 5.01893 -4.99499 0.17436
O -6.33512 -0.33200 0.66151
H -6.24842 0.61966 0.63999
H -5.58342 -0.62399 0.11309
```

Properties
Lowest unoccupied orbital energy = 0.56 eV
Gap between HOMO and LUMO = 10.53 eV
Highest occupied orbital energy = -10.0 eV
SMILES = C=CCC.O.O.O

Here are the Löwdin charges for atoms 1 to 8, given in e: C -0.02; C -0.18; C -0.28; C -0.12; H 0.05; H 0.05; H 0.09; H 0.10

---

Quick one: least stable of them? #two

---

#one
4 unconnected molecules or ions with the total composition C4H14O3. Source: the OMol25 dataset; level of theory: ωB97M-V/def2-TZVPD.

```
21
C4H14O3 | the OMol25 dataset | ωB97M-V/def2-TZVPD
C -0.75826 1.65584 -1.71769
C -1.58325 0.74042 -0.82821
C -1.39547 0.56265 0.47429
C -2.28277 -0.16803 1.44379
H -0.98764 1.43777 -2.76312
H -0.95714 2.68949 -1.45904
H 0.31279 1.43555 -1.70428
H -2.30484 0.10438 -1.34501
H -0.35120 0.63578 0.79748
H -1.63430 -0.93017 1.89374
H -3.11108 -0.67100 0.95055
H -2.62722 0.43318 2.28062
O 2.26832 -0.12076 -0.24452
H 3.15714 -0.46697 -0.42808
H 1.63715 -0.74328 -0.61631
O 0.56646 -2.14555 -1.76557
H 0.22724 -3.01903 -1.50564
H -0.26342 -1.66043 -1.64417
O 2.06553 0.10692 2.59570
H 2.02780 0.02231 1.62895
H 1.67688 1.00090 2.71085
```

Properties
Lowest unoccupied orbital energy = 0.45 eV
Gap between HOMO and LUMO = 9.57 eV
Highest occupied orbital energy = -9.1 eV
SMILES = C/C=C/C.O.O.O

Here are the Löwdin charges for atoms 1 to 8, given in e: C -0.10; C -0.20; C -0.19; C -0.10; H 0.07; H 0.07; H 0.06; H 0.10

---

#two
4 unconnected molecules or ions with the total composition C4H14O3. Source: the OMol25 dataset; level of theory: ωB97M-V/def2-TZVPD.

```
21
C4H14O3 | the OMol25 dataset | ωB97M-V/def2-TZVPD
C 0.98977 2.85360 1.84552
C 1.03560 1.53063 1.73993
C 0.84490 0.69526 0.51049
C 1.15076 0.65618 2.96866
H 1.12212 3.26353 2.83797
H 0.81801 3.51861 1.01288
H 0.14306 -0.12948 0.63498
H 1.78969 0.31589 0.11503
H 0.40224 1.25765 -0.32300
H 1.92214 0.99109 3.66447
H 1.26998 -0.40959 2.81567
H 0.18791 0.66649 3.50047
O -1.03994 -3.67539 -5.95491
H -1.40387 -2.86784 -5.64838
H -0.19188 -3.44534 -6.32743
O 0.10641 -0.89938 -3.68755
H 0.57192 -0.07265 -3.75292
H 0.19335 -1.18808 -2.77418
O -3.08974 -1.06644 2.01383
H -4.04204 -1.10386 1.92369
H -2.78037 -0.89089 2.88479
```

Properties
Lowest unoccupied orbital energy = 0.61 eV
Gap between HOMO and LUMO = 9.98 eV
Highest occupied orbital energy = -9.4 eV
SMILES = C=C(C)C.O.O.O

Here are the Löwdin charges for atoms 1 to 8, given in e: C 0.03; C -0.42; C -0.09; C -0.09; H 0.06; H 0.06; H 0.07; H 0.08

---

Quick one: least stable of them? #two